No. 1
81
Properties=species:S:1:pos:R:3 method="wB97M-V/def2-TZVPD" e_above_lowest_ev=2.982 charge=+2 orbital_gap_ev=4.3 lumo_ev=-8.3 e_homo_ha=-0.4625 multiplicity=1
Sn 0.876 0.194 1.168
C 0.238 -3.361 1.454
C -0.521 -2.650 2.523
C -1.270 -3.379 3.473
C -1.965 -2.729 4.457
C -1.917 -1.320 4.527
C -2.587 -0.532 5.481
Br -3.596 -1.334 6.828
C -2.512 0.829 5.443
C -1.719 1.472 4.473
Br -1.619 3.327 4.409
C -0.980 0.739 3.556
O -0.142 1.316 2.682
C -1.134 -0.666 3.559
N -0.469 -1.332 2.579
H 0.967 -4.040 1.900
H 0.767 -2.662 0.803
H -0.430 -3.955 0.832
H -1.287 -4.457 3.407
H -2.545 -3.284 5.181
H -3.058 1.419 6.165
N 2.657 0.448 -0.878
C 2.320 1.128 -2.115
C 3.275 1.279 -3.109
C 2.963 1.945 -4.284
C 1.688 2.468 -4.472
C 0.738 2.329 -3.480
C 1.041 1.648 -2.298
P -0.195 1.536 -1.003
C -1.050 3.107 -1.007
C -0.431 4.191 -0.377
C -1.019 5.440 -0.417
C -2.230 5.612 -1.079
C -2.854 4.532 -1.691
C -2.272 3.276 -1.651
C -1.426 0.320 -1.488
C -2.276 -0.143 -0.479
C -3.310 -1.012 -0.777
C -3.504 -1.425 -2.090
C -2.659 -0.977 -3.096
C -1.614 -0.114 -2.802
H 2.852 -0.531 -1.085
H 3.537 0.815 -0.518
H 4.268 0.875 -2.960
H 3.719 2.068 -5.047
H 1.444 2.996 -5.383
H -0.246 2.764 -3.612
H 0.511 4.056 0.142
H -0.539 6.279 0.067
H -2.692 6.589 -1.110
H -3.797 4.668 -2.201
H -2.770 2.437 -2.122
H -2.149 0.209 0.543
H -3.967 -1.363 0.007
H -4.315 -2.099 -2.328
H -2.810 -1.305 -4.116
H -0.955 0.222 -3.593
Br -1.871 -4.649 -1.605
C -1.432 -4.079 -3.348
C -2.264 -4.496 -4.380
C -2.016 -4.089 -5.681
C -0.942 -3.258 -5.958
C -0.104 -2.847 -4.932
C -0.349 -3.263 -3.628
I 0.973 -2.602 -2.165
H -3.102 -5.141 -4.157
H -2.664 -4.428 -6.478
H -0.746 -2.933 -6.970
H 0.741 -2.206 -5.143
S 2.876 -0.993 2.386
C 3.894 -0.091 3.438
C 5.203 0.221 3.033
C 6.058 0.848 3.915
C 5.616 1.180 5.193
C 4.318 0.879 5.600
C 3.454 0.251 4.729
H 5.532 -0.052 2.040
H 7.071 1.078 3.616
H 6.289 1.678 5.879
H 3.993 1.130 6.599
H 2.445 0.002 5.030

No. 2
84
Properties=species:S:1:pos:R:3 method="wB97M-V/def2-TZVPD" e_above_lowest_ev=0.772 charge=-2 orbital_gap_ev=6.2 lumo_ev=3.8 e_homo_ha=-0.0871 multiplicity=1
Rb -0.162 2.185 -1.869
C -1.391 2.222 2.777
C -1.662 0.734 2.844
C -2.599 0.352 3.980
O -2.219 0.320 1.607
C -1.506 -0.820 1.176
C -0.080 -0.600 1.753
O -0.468 -0.020 3.011
C 1.006 0.288 1.062
O 0.503 1.383 0.498
C 2.022 0.662 2.210
C 2.345 2.004 2.353
C 3.237 2.429 3.330
C 3.817 1.514 4.197
C 3.499 0.167 4.066
C 2.617 -0.250 3.079
C 1.881 -0.556 0.078
C 2.373 -1.794 0.240
C 3.325 -2.351 -0.722
C 4.012 -1.555 -1.543
C 3.787 -0.061 -1.456
C 2.318 0.166 -1.168
C -1.959 -1.059 -0.283
O -1.801 0.057 -1.107
C -1.263 -2.230 -0.967
C -0.595 -3.233 -0.279
C -0.013 -4.297 -0.958
C -0.099 -4.375 -2.338
C -0.781 -3.384 -3.033
C -1.360 -2.327 -2.352
C -3.462 -1.439 -0.191
C -3.864 -2.643 0.385
C -5.206 -2.979 0.476
C -6.176 -2.113 -0.013
C -5.783 -0.917 -0.593
C -4.438 -0.581 -0.686
H -2.321 2.757 2.574
H -0.687 2.392 1.961
H -0.968 2.565 3.724
H -3.526 0.923 3.905
H -2.122 0.563 4.939
H -2.829 -0.714 3.924
H -1.873 -1.694 1.740
H 0.354 -1.569 2.010
H 1.868 2.696 1.670
H 3.477 3.484 3.415
H 4.510 1.841 4.963
H 3.943 -0.563 4.733
H 2.400 -1.308 2.995
H 2.105 -2.411 1.091
H 3.470 -3.427 -0.751
H 4.719 -1.961 -2.253
H 4.303 0.273 -0.539
H 2.096 1.224 -1.115
H -0.503 -3.191 0.799
H 0.525 -5.056 -0.402
H 0.371 -5.194 -2.870
H -0.847 -3.423 -4.113
H -1.871 -1.540 -2.892
H -3.119 -3.338 0.755
H -5.494 -3.923 0.926
H -7.226 -2.373 0.057
H -6.527 -0.228 -0.976
H -4.149 0.361 -1.132
Cl 2.988 3.759 -4.982
C 3.989 2.479 -4.239
C 3.466 1.770 -3.187
C 4.309 0.813 -2.595
Cl 1.318 -0.469 -2.561
C 5.638 0.709 -3.001
Cl 6.792 -0.257 -2.087
C 6.118 1.416 -4.107
Cl 7.750 1.198 -4.663
C 5.266 2.298 -4.761
Cl 5.828 3.138 -6.187
N -3.051 2.520 -0.826
C -3.999 2.951 0.016
C -4.436 4.220 -0.361
C -3.660 4.497 -1.490
N -2.837 3.476 -1.763
H -2.262 0.863 -0.748
H -4.314 2.329 0.844
H -5.183 4.840 0.110
H -3.654 5.382 -2.112